[1]
{
  "formula": "C18H27Cl2N3O5PdSi2",
  "method": "ωB97M-V with the def2-TZVPD basis set",
  "energy_ev": -78092.325,
  "gap_ev": 5.5,
  "fmax_ha_per_bohr": 0.0131,
  "total_charge": -2,
  "de_lowest_kcal_mol": 8.5,
  "elements": ["Pd", "C", "Si", "C", "C", "C", "C", "C", "C", "C", "Si", "C", "C", "H", "H", "H", "H", "H", "H", "H", "H", "H", "H", "H", "H", "H", "H", "H", "H", "N", "C", "N", "C", "C", "C", "C", "C", "H", "H", "H", "H", "H", "H", "H", "H", "H", "H", "Cl", "C", "Cl", "C", "O", "O", "H", "O", "N", "O", "O"],
  "coordinates": [[1.683, 1.270, -0.071], [-0.090, 4.026, 1.116], [-0.277, 2.225, 0.538], [-1.623, 2.247, -0.827], [-1.181, 1.383, 2.002], [-2.401, 1.776, 2.560], [-2.947, 1.092, 3.635], [-2.270, -0.003, 4.169], [-1.061, -0.398, 3.620], [-0.501, 0.283, 2.536], [1.149, -0.156, 1.646], [2.428, -0.044, 3.059], [0.847, -2.028, 1.344], [-1.054, 4.397, 1.486], [0.265, 4.682, 0.322], [0.637, 4.071, 1.928], [-2.436, 2.916, -0.521], [-2.043, 1.248, -0.962], [-1.241, 2.585, -1.791], [-2.935, 2.630, 2.152], [-3.892, 1.409, 4.065], [-2.690, -0.541, 5.013], [-0.546, -1.256, 4.044], [1.980, -0.413, 3.989], [2.736, 0.993, 3.195], [3.321, -0.629, 2.850], [0.855, -2.552, 2.307], [1.595, -2.488, 0.703], [-0.134, -2.187, 0.890], [0.960, 0.255, -2.307], [0.297, -0.687, -2.390], [-0.500, -1.744, -2.239], [-1.601, -1.624, -1.289], [-2.902, -1.279, -2.006], [-3.175, -2.283, -3.125], [-1.998, -2.326, -4.099], [-0.710, -2.657, -3.346], [-1.326, -0.876, -0.547], [-1.699, -2.586, -0.772], [-2.814, -0.274, -2.429], [-3.722, -1.257, -1.285], [-4.101, -2.035, -3.650], [-3.313, -3.280, -2.689], [-1.882, -1.347, -4.573], [-2.168, -3.059, -4.892], [0.164, -2.616, -3.995], [-0.774, -3.672, -2.934], [3.113, -2.730, -1.701], [4.477, -1.822, -0.967], [4.449, -2.018, 0.797], [4.476, -0.321, -1.452], [5.269, -0.172, -2.393], [3.745, 0.502, -0.884], [5.380, -2.313, -1.312], [3.511, 5.076, 0.396], [3.053, 3.918, 0.381], [3.199, 3.157, 1.349], [2.418, 3.532, -0.648]],
  "forces_ev_per_angstrom": [[0.1, -0.1, 0.4], [-0.1, -0.1, -0.1], [0.1, -0.2, 0.3], [0.1, 0.1, 0.1], [0.0, 0.1, -0.1], [0.0, 0.0, 0.0], [0.0, 0.0, 0.1], [-0.1, 0.0, 0.1], [0.0, -0.1, 0.0], [0.1, 0.0, -0.1], [-0.3, 0.2, 0.0], [-0.1, -0.1, -0.1], [0.1, 0.1, 0.0], [0.0, 0.0, 0.0], [0.0, 0.0, -0.1], [0.0, 0.0, 0.0], [0.0, 0.0, 0.0], [0.0, 0.0, 0.0], [0.1, 0.0, 0.0], [0.0, 0.0, 0.0], [0.0, 0.0, 0.0], [0.0, 0.0, 0.0], [0.0, 0.0, 0.0], [0.0, 0.0, 0.0], [0.0, 0.0, 0.0], [0.1, 0.0, 0.0], [0.0, 0.0, 0.0], [0.1, 0.0, 0.0], [0.0, 0.0, 0.0], [0.1, 0.2, -0.6], [0.0, 0.0, 0.3], [0.1, -0.1, 0.0], [-0.1, 0.0, 0.0], [0.0, 0.0, 0.0], [0.0, 0.0, 0.0], [0.0, 0.0, 0.0], [0.0, -0.1, -0.1], [0.0, 0.0, 0.0], [0.0, 0.0, 0.0], [0.0, 0.0, 0.0], [0.0, 0.0, 0.0], [0.0, 0.0, 0.0], [0.0, 0.0, 0.0], [0.0, 0.0, 0.0], [0.0, 0.0, 0.0], [0.0, 0.0, 0.0], [0.0, 0.0, 0.0], [0.0, 0.0, 0.0], [0.1, 0.1, -0.1], [0.0, 0.0, 0.1], [0.0, 0.1, -0.2], [0.1, -0.1, -0.1], [-0.2, -0.2, 0.3], [-0.1, 0.1, -0.1], [0.0, -0.1, 0.0], [0.1, 0.3, -0.2], [0.0, 0.1, -0.1], [0.0, -0.3, 0.2]]
}

=====

[2]
{
  "formula": "C18H27FN4O3S",
  "method": "ωB97M-V with the def2-TZVPD basis set",
  "energy_ev": -44741.080,
  "gap_ev": 8.0,
  "fmax_ha_per_bohr": 0.3134,
  "de_lowest_kcal_mol": 457.7,
  "elements": ["O", "C", "N", "C", "C", "C", "C", "C", "C", "H", "H", "F", "H", "H", "H", "C", "N", "C", "C", "N", "S", "O", "O", "N", "C", "H", "C", "H", "H", "C", "H", "H", "C", "H", "C", "C", "H", "H", "H", "H", "H", "H", "C", "C", "H", "H", "H", "H", "H", "H", "H", "H", "H", "H"],
  "coordinates": [[4.176, 2.197, -1.629], [3.562, 1.962, -0.769], [3.766, 1.113, 0.156], [4.681, 0.044, 0.267], [4.562, -1.036, 1.171], [5.463, -1.904, 1.540], [6.499, -1.958, 0.780], [6.676, -0.894, -0.539], [5.660, 0.068, -0.672], [5.818, 0.719, -1.382], [7.486, -0.754, -1.063], [7.447, -2.670, 0.668], [5.483, -2.727, 2.169], [3.714, -0.746, 2.035], [2.850, 0.953, 0.743], [2.074, 2.757, -0.354], [1.200, 1.844, 0.302], [0.141, 2.762, 1.028], [-0.595, 2.013, 1.737], [-1.386, 0.986, 1.061], [-2.512, -0.016, 1.685], [-3.395, 0.975, 2.702], [-1.799, -0.964, 2.512], [-3.354, -0.581, 0.659], [-4.170, 0.525, -0.354], [-3.451, 1.250, -0.294], [-4.787, -0.302, -1.425], [-5.083, 0.936, -1.996], [-5.770, -0.745, -1.103], [-3.817, -0.981, -2.228], [-2.823, -0.453, -2.245], [-4.181, -0.846, -3.469], [-3.858, -2.394, -1.948], [-4.953, -2.889, -1.961], [-3.240, -2.867, -0.648], [-3.683, -1.809, 0.590], [-3.263, -2.420, 1.292], [-4.816, -2.056, 0.890], [-2.151, -2.580, -0.717], [-3.473, -3.736, -0.365], [-3.316, -3.064, -2.612], [-5.093, 0.719, 0.837], [-0.487, 0.091, 0.259], [0.444, 0.906, -0.587], [1.141, 0.515, -1.209], [0.024, 1.496, -1.376], [-0.864, -0.669, -0.358], [0.355, -0.591, 0.973], [-1.453, 2.563, 2.205], [-0.211, 1.461, 2.602], [0.724, 3.575, 1.545], [-0.434, 3.419, 0.191], [2.639, 3.700, 0.038], [1.833, 3.103, -1.334]],
  "forces_ev_per_angstrom": [[8.6, 4.3, -13.0], [-10.8, -0.1, 9.4], [-2.7, -5.1, 6.8], [-1.5, -0.8, 0.3], [-7.2, 7.6, 2.3], [1.8, -3.2, 0.9], [-1.0, 9.6, -9.1], [-7.3, -1.0, 6.9], [4.0, -5.7, 2.5], [0.1, 3.6, -3.4], [4.6, -0.3, -2.7], [7.1, -7.1, 1.3], [-1.1, -1.1, 2.1], [1.8, -1.2, -2.5], [2.2, 0.6, -1.1], [5.0, -0.2, -2.2], [-1.7, 2.7, 1.5], [8.0, 7.1, -9.2], [-10.5, -6.5, 9.7], [0.9, -2.3, -4.7], [1.3, 7.8, 14.0], [3.1, -3.3, -4.8], [-0.4, -0.9, -1.1], [-1.6, 5.2, -7.0], [-4.0, -4.3, 7.9], [1.4, 2.2, -1.2], [-2.4, 7.4, 0.2], [0.1, -3.7, 0.9], [1.4, 0.2, -0.6], [0.1, 1.0, -6.3], [-0.8, -0.8, 0.4], [1.1, -0.5, 3.4], [-1.3, -5.6, 0.4], [2.0, 1.6, -0.2], [1.9, 11.6, -0.7], [-5.1, -10.3, -1.8], [1.5, -0.8, 2.7], [1.7, 0.9, -1.0], [-0.7, -1.1, 0.2], [-1.5, -6.9, 2.1], [-0.1, 0.5, -1.1], [2.4, 0.2, -4.0], [4.4, -0.6, 2.2], [-0.2, 3.5, 1.6], [2.4, -2.9, -1.1], [-1.7, 0.9, -0.3], [-1.6, -0.8, -0.6], [-2.7, 2.0, -1.4], [0.7, 0.1, 0.0], [1.0, 0.5, 0.0], [-0.6, -1.2, 0.0], [1.0, -1.7, 1.5], [-2.0, -1.6, 0.8], [-1.1, 0.1, -0.9]]
}